No. 1
The ion C5H13N2O with charge +1 at a distorted geometry. Source: the OMol25 dataset; level of theory: ωB97M-V/def2-TZVPD.

The highest occupied orbital energy comes out at -13.57 eV. The total charge is +1. Its energy relative to the best compared isomer or geometry (same formula, charge and spin) is 79.2 kJ/mol. The calculation puts the HOMO-LUMO gap at 10.31 eV.

Cartesian coordinates (Å):
1 C 0.8239 2.0334 -0.4187
2 C 1.1542 0.5894 -0.0221
3 N 1.9895 0.5653 1.2124
4 C -0.0888 -0.2205 0.3598
5 O -0.1678 -0.5259 1.5551
6 N -1.0491 -0.5993 -0.5127
7 C -2.0948 -1.5361 -0.1001
8 C -0.8306 -0.4977 -1.9512
9 H 1.7464 2.5263 -0.7300
10 H 0.4516 2.6516 0.3999
11 H 0.1095 2.1167 -1.2243
12 H 1.6904 0.0704 -0.8169
13 H 2.6896 -0.1576 1.1457
14 H 1.3013 0.3122 1.9581
15 H 2.3722 1.4824 1.4422
16 H -1.7622 -2.0148 0.8207
17 H -2.1351 -2.3590 -0.8095
18 H -3.0134 -0.9887 0.0754
19 H -0.2291 0.3428 -2.2701
20 H -1.7505 -0.4519 -2.5294
21 H -0.2806 -1.3838 -2.2995

***

No. 2
A structure of composition C4H5NO2. Source: the OMol25 dataset; level of theory: ωB97M-V/def2-TZVPD.

The highest occupied orbital energy comes out at -9.58 eV. The total charge is 0. Its energy relative to the best compared isomer or geometry (same formula, charge and spin) is 546.7 kJ/mol. The calculation puts the HOMO-LUMO gap at 9.07 eV.

Cartesian coordinates (Å):
1 O -0.9332 2.4368 0.2112
2 C -0.3704 1.3976 0.1023
3 C -0.9789 0.0028 0.1511
4 C -0.0845 -1.0393 -0.5348
5 N 0.9131 -0.4980 -1.2257
6 C 1.5405 0.2176 -0.3036
7 O 1.0542 1.4014 0.0440
8 H -1.2444 -0.2161 1.1901
9 H -1.9120 0.0801 -0.4150
10 H -0.5528 -1.9517 -0.9025
11 H 0.9090 -1.2104 0.8929
12 H 1.6594 -0.6208 0.7901

***

No. 3
A cluster of 11 separate species, H22O11 in total. Source: the OMol25 dataset; level of theory: ωB97M-V/def2-TZVPD.

The highest occupied orbital energy comes out at -10.71 eV. The total charge is 0. Its energy relative to the best compared isomer or geometry (same formula, charge and spin) is 268.7 kJ/mol. The calculation puts the HOMO-LUMO gap at 10.51 eV.

Cartesian coordinates (Å):
1 O 0.2373 -0.0395 0.0375
2 H -0.4723 0.0411 -0.6098
3 H -0.0906 0.4411 0.8059
4 O -2.7672 0.2092 1.1153
5 H -1.9526 0.5914 1.4606
6 H -3.0730 0.8545 0.4679
7 O -5.1738 -0.7004 -1.0286
8 H -4.7005 -1.5124 -0.8151
9 H -4.6186 -0.2724 -1.6901
10 O -1.0390 2.6397 2.2397
11 H -1.7207 2.2051 2.7644
12 H -1.2525 3.5771 2.3077
13 O -0.0917 -2.8990 -1.1125
14 H -0.6687 -2.3701 -0.5501
15 H 0.6727 -2.3317 -1.2637
16 O -1.4831 -0.8426 -3.0833
17 H -2.2423 -1.3051 -2.7110
18 H -1.1107 -0.3628 -2.3349
19 O 4.2739 -0.9324 -0.8439
20 H 3.5829 -0.7427 -1.4884
21 H 3.9156 -1.6599 -0.3231
22 O -1.6500 -1.2117 3.2637
23 H -1.4635 -2.1357 3.4644
24 H -1.0604 -1.0076 2.5290
25 O 3.9345 -2.5223 1.1995
26 H 4.5298 -2.0439 1.7876
27 H 3.1578 -2.6963 1.7430
28 O 0.9142 3.0036 -2.2992
29 H 0.4178 3.0827 -3.1216
30 H 1.8184 3.2252 -2.5488
31 O 2.8283 2.5680 0.5337
32 H 2.6331 2.2140 -0.3412
33 H 3.7149 2.9357 0.4455

***

No. 4
A cluster of 2 separate species, C4H10O2 in total at a distorted geometry. Source: the OMol25 dataset; level of theory: ωB97M-V/def2-TZVPD.

The highest occupied orbital energy comes out at -9.72 eV. The total charge is 0. Its energy relative to the best compared isomer or geometry (same formula, charge and spin) is 157.0 kJ/mol. The calculation puts the HOMO-LUMO gap at 10.64 eV.

Cartesian coordinates (Å):
1 C -1.0072 -2.1357 0.7521
2 C -1.1556 -1.4188 -0.5539
3 O -2.2366 -1.1895 -1.0863
4 H -0.1894 -2.8559 0.6684
5 H -0.7789 -1.4149 1.5401
6 H -1.9299 -2.6695 0.9904
7 H -0.2177 -1.0575 -1.0062
8 C 1.8396 0.8607 0.1188
9 O 0.4731 0.9959 0.4854
10 C -0.2042 1.9330 -0.3457
11 H 2.3098 0.1555 0.8095
12 H 1.9197 0.4568 -0.8952
13 H 2.3573 1.8215 0.1862
14 H -0.1045 1.6555 -1.3998
15 H -1.2653 1.9227 -0.0820
16 H 0.1898 2.9401 -0.1818

***

No. 5
The ion C10H14N with charge +1 at a distorted geometry. Source: the OMol25 dataset; level of theory: ωB97M-V/def2-TZVPD.

The highest occupied orbital energy comes out at -13.00 eV. The total charge is +1. Its energy relative to the best compared isomer or geometry (same formula, charge and spin) is 519.4 kJ/mol. The calculation puts the HOMO-LUMO gap at 8.61 eV.

Cartesian coordinates (Å):
1 C -1.6427 -1.3912 1.2631
2 C -1.0014 -0.8454 -0.0790
3 N 0.0428 0.0819 0.1696
4 C 1.2261 -0.5998 0.6326
5 C 1.9274 -1.3285 -0.5465
6 C -0.1624 1.2966 0.0307
7 C -1.4638 1.7692 -0.3271
8 C -1.3779 2.4870 -1.4767
9 C 0.0295 2.8147 -1.5251
10 C 0.7083 3.6697 -0.7805
11 C 0.8807 2.2704 -0.3314
12 H -2.3388 -0.6660 1.9071
13 H -2.4654 -2.1251 1.0376
14 H -0.8139 -2.0004 1.6764
15 H -1.7049 -0.3841 -0.7680
16 H -0.5607 -1.7505 -0.4688
17 H 1.9588 -0.0030 1.1120
18 H 0.9713 -1.3248 1.4427
19 H 2.7580 -0.6166 -0.8846
20 H 2.4420 -2.1635 -0.2006
21 H 1.3303 -1.7286 -1.3675
22 H -2.3049 1.5932 0.2629
23 H -2.0111 2.8844 -2.0979
24 H 1.3449 4.5999 -0.4865
25 H 1.8196 1.6690 -0.5141

***

No. 6
The ion C5H11N3 with charge +2 at a distorted geometry. Source: the OMol25 dataset; level of theory: ωB97M-V/def2-TZVPD.

The highest occupied orbital energy comes out at -17.84 eV. The total charge is +2. Its energy relative to the best compared isomer or geometry (same formula, charge and spin) is 68.3 kJ/mol. The calculation puts the HOMO-LUMO gap at 11.06 eV.

Cartesian coordinates (Å):
1 N -3.1779 0.2514 -1.1599
2 C -2.1180 -0.2736 -0.2351
3 C -0.9319 0.6985 -0.2183
4 C 0.3668 0.1902 0.2325
5 C 1.0755 0.3127 1.3874
6 N 2.3430 -0.1950 1.1972
7 C 2.4957 -0.6440 -0.0624
8 N 1.3154 -0.3977 -0.6493
9 H -4.1316 0.0887 -0.7381
10 H -3.2940 1.2933 -1.0913
11 H -3.1534 -0.0988 -2.1215
12 H -1.9777 -1.3320 -0.5647
13 H -2.4243 -0.4832 0.8565
14 H -0.7900 1.0937 -1.2567
15 H -1.1777 1.5780 0.3422
16 H 0.8430 0.5925 2.4130
17 H 2.8787 -0.4402 2.0161
18 H 3.3742 -1.0874 -0.5885
19 H 1.1204 -0.6600 -1.6064